(1)
{
  "formula": "C4H8N2O",
  "method": "the ωB97M-V functional and the def2-TZVPD basis",
  "species": ["C", "N", "C", "O", "C", "C", "N", "H", "H", "H", "H", "H", "H", "H", "H"],
  "coordinates": [[-1.199, 1.740, -0.109], [-1.645, 0.577, -0.391], [-0.889, -0.300, -1.147], [0.298, 0.084, -1.805], [0.489, -0.742, -0.690], [1.091, -0.158, 0.554], [0.881, -0.946, 1.740], [-0.489, 2.266, -0.752], [-1.829, 2.372, 0.503], [-1.493, -1.036, -1.672], [0.756, -1.774, -0.921], [2.160, 0.023, 0.417], [0.562, 0.870, 0.686], [1.410, -1.811, 1.721], [-0.103, -1.164, 1.866]],
  "lowdin_charge": [-0.0381, 0.0348, -0.3281, 0.0016, -0.2467, -0.2574, 0.0065, 0.0934, 0.0719, 0.1421, 0.1415, 0.1233, 0.1117, 0.0689, 0.0746],
  "e_above_lowest_ev": 3.2861,
  "fmax_ev_per_a": 2.3,
  "total_energy_ev": -9303.1071,
  "orbital_gap_ev": 10.3,
  "lumo_energy_ev": 0.87,
  "multiplicity": 1,
  "e_homo_ev": -9.5,
  "smiles": "C=N[C@H]1O[C@H]1CN"
}

(2)
{
  "formula": "C4H8N2O",
  "method": "the ωB97M-V functional and the def2-TZVPD basis",
  "species": ["C", "C", "C", "C", "N", "N", "O", "H", "H", "H", "H", "H", "H", "H", "H"],
  "coordinates": [[-0.285, 1.302, -0.434], [-0.446, -0.768, 1.632], [-0.474, 0.830, -1.903], [0.458, -1.697, 0.931], [0.919, 1.513, -0.059], [2.060, 1.517, 0.021], [-1.600, -0.896, 1.715], [-1.102, 1.514, 0.156], [-0.021, 0.009, 2.270], [-0.984, -0.149, -1.908], [0.477, 1.099, -2.452], [-1.138, 1.510, -2.464], [0.280, -2.630, 1.332], [1.465, -1.411, 1.270], [0.392, -1.741, -0.107]],
  "lowdin_charge": [-0.2086, -0.4060, -0.0680, -0.0390, -0.1597, 0.1932, 0.0710, 0.0800, 0.1101, 0.0699, 0.0897, 0.0595, 0.0603, 0.0870, 0.0606],
  "e_above_lowest_ev": 4.2054,
  "fmax_ev_per_a": 4.4,
  "total_energy_ev": -9302.1878,
  "orbital_gap_ev": 9.1,
  "lumo_energy_ev": 0.71,
  "multiplicity": 1,
  "e_homo_ev": -8.4
}

(3)
{
  "formula": "C4H8N2O",
  "method": "the ωB97M-V functional and the def2-TZVPD basis",
  "species": ["C", "C", "O", "C", "N", "C", "N", "H", "H", "H", "H", "H", "H", "H", "H"],
  "coordinates": [[0.591, 1.430, -0.151], [0.638, -0.054, 0.222], [0.617, -0.221, 1.620], [1.885, -0.663, -0.295], [2.822, -1.143, -0.771], [-0.548, -0.829, -0.398], [-1.780, -0.370, 0.236], [1.421, 1.963, 0.319], [-0.347, 1.852, 0.226], [0.642, 1.571, -1.236], [-0.322, -0.094, 1.850], [-0.398, -1.890, -0.178], [-0.540, -0.705, -1.489], [-2.415, -1.142, 0.402], [-2.267, 0.294, -0.357]],
  "lowdin_charge": [-0.0182, -0.5872, -0.0061, -0.1471, 0.1714, -0.2045, 0.0137, 0.0940, 0.0836, 0.0929, 0.0919, 0.1286, 0.1262, 0.0800, 0.0808],
  "e_above_lowest_ev": 1.3597,
  "fmax_ev_per_a": 1.1,
  "total_energy_ev": -9305.0335,
  "orbital_gap_ev": 11.0,
  "lumo_energy_ev": 0.61,
  "multiplicity": 1,
  "e_homo_ev": -10.4,
  "smiles": "C[C@](O)(C#N)CN"
}

(4)
{
  "formula": "C4H8N2O",
  "method": "the ωB97M-V functional and the def2-TZVPD basis",
  "species": ["N", "C", "O", "C", "N", "C", "C", "H", "H", "H", "H", "H", "H", "H", "H"],
  "coordinates": [[1.731, -0.038, -1.337], [1.831, -0.495, -0.062], [2.832, -1.003, 0.408], [0.542, -0.360, 0.756], [-0.431, 0.487, 0.084], [-1.678, 0.822, 0.730], [-1.654, -0.078, -0.452], [2.575, 0.021, -1.884], [0.947, 0.558, -1.559], [0.177, -1.377, 0.976], [0.825, 0.091, 1.713], [-1.905, 0.367, 1.694], [-1.982, 1.864, 0.641], [-1.860, -1.133, -0.270], [-1.951, 0.277, -1.438]],
  "lowdin_charge": [0.1628, -0.5350, 0.0360, -0.1123, -0.1559, -0.1389, -0.1359, 0.1105, 0.0868, 0.1323, 0.1319, 0.1076, 0.1029, 0.1064, 0.1009],
  "e_above_lowest_ev": 1.6809,
  "fmax_ev_per_a": 0.3,
  "total_energy_ev": -9304.7123,
  "orbital_gap_ev": 10.4,
  "lumo_energy_ev": 1.00,
  "multiplicity": 1,
  "e_homo_ev": -9.4,
  "smiles": "NC(=O)CN1CC1"
}

(5)
{
  "formula": "C4H8N2O",
  "method": "the ωB97M-V functional and the def2-TZVPD basis",
  "species": ["C", "C", "C", "N", "C", "N", "O", "H", "H", "H", "H", "H", "H", "H", "H"],
  "coordinates": [[-1.657, 0.938, -0.061], [-0.585, 0.056, -0.853], [0.763, 0.812, -0.884], [1.506, 0.217, 0.215], [0.905, -0.864, 0.520], [1.331, -1.801, 1.398], [-0.299, -1.107, -0.072], [-1.985, 1.747, -0.712], [-1.264, 1.361, 0.868], [-2.504, 0.293, 0.180], [-0.943, -0.273, -1.832], [1.312, 0.687, -1.823], [0.650, 1.884, -0.708], [2.128, -1.549, 1.959], [0.641, -2.399, 1.805]],
  "lowdin_charge": [-0.0297, -0.2963, -0.1828, 0.0853, -0.5246, 0.1672, 0.0031, 0.0710, 0.0808, 0.0682, 0.1386, 0.1082, 0.1059, 0.1065, 0.0987],
  "e_above_lowest_ev": 0.8823,
  "fmax_ev_per_a": 2.2,
  "total_energy_ev": -9305.5108,
  "orbital_gap_ev": 9.7,
  "lumo_energy_ev": 0.99,
  "multiplicity": 1,
  "e_homo_ev": -8.7,
  "smiles": "C[C@H]1CN=C(N)O1"
}

(6)
{
  "formula": "C4H8N2O",
  "method": "the ωB97M-V functional and the def2-TZVPD basis",
  "species": ["H", "N", "C", "O", "C", "C", "C", "N", "H", "H", "H", "H", "H", "H", "H"],
  "coordinates": [[0.396, -0.961, 1.854], [0.498, -0.865, 0.875], [-0.093, 0.056, 0.177], [-0.822, 1.108, 0.593], [-1.005, 1.279, 2.001], [-0.078, -0.125, -1.335], [0.768, -1.237, -1.814], [-0.914, 0.556, -1.936], [-1.119, 0.577, -2.838], [-1.614, 2.163, 1.988], [-0.018, 1.509, 2.318], [-1.568, 0.338, 2.378], [0.271, -2.128, -1.569], [1.090, -0.961, -2.750], [1.627, -1.367, -1.213]],
  "lowdin_charge": [0.0287, 0.1639, -0.3833, -0.0958, -0.0464, -0.3450, -0.0350, 0.2076, 0.0100, 0.0837, 0.0806, 0.1314, 0.0794, 0.0601, 0.0598],
  "e_above_lowest_ev": 3.0956,
  "fmax_ev_per_a": 5.1,
  "total_energy_ev": -9303.2976,
  "orbital_gap_ev": 10.2,
  "lumo_energy_ev": 0.99,
  "multiplicity": 1,
  "e_homo_ev": -9.3,
  "smiles": "[H]/N=C(OC)/C(C)=N/[H]"
}

(7)
{
  "formula": "C4H8N2O",
  "method": "the ωB97M-V functional and the def2-TZVPD basis",
  "species": ["C", "N", "C", "C", "N", "C", "O", "H", "H", "H", "H", "H", "H", "H", "H"],
  "coordinates": [[-1.895, 0.975, 0.353], [-0.445, 0.906, 0.292], [0.108, -0.148, -0.522], [-0.227, -1.535, -0.077], [-0.382, -2.612, 0.323], [1.645, -0.054, -0.544], [2.203, -0.379, 0.708], [-2.293, 1.142, -0.656], [-2.362, 0.070, 0.771], [-2.188, 1.833, 0.970], [-0.037, 0.859, 1.219], [-0.275, -0.024, -1.540], [1.918, 0.982, -0.751], [2.048, -0.675, -1.357], [2.182, -1.340, 0.811]],
  "lowdin_charge": [-0.1210, -0.0884, -0.3455, -0.1751, 0.1558, -0.2267, -0.0525, 0.0832, 0.0780, 0.0826, 0.1182, 0.1490, 0.1262, 0.1271, 0.0891],
  "e_above_lowest_ev": 1.7573,
  "fmax_ev_per_a": 1.2,
  "total_energy_ev": -9304.6359,
  "orbital_gap_ev": 10.5,
  "lumo_energy_ev": 0.87,
  "multiplicity": 1,
  "e_homo_ev": -9.7,
  "smiles": "CN[C@H](C#N)CO"
}

(8)
{
  "formula": "C4H8N2O",
  "method": "the ωB97M-V functional and the def2-TZVPD basis",
  "species": ["C", "C", "C", "N", "C", "O", "N", "H", "H", "H", "H", "H", "H", "H", "H"],
  "coordinates": [[0.286, -1.106, -1.596], [0.752, -0.499, -0.300], [-0.091, -0.796, 0.923], [-0.738, 0.489, 1.085], [-0.014, 1.520, 0.500], [-0.708, 2.684, 0.528], [0.930, 1.251, -0.300], [-0.790, -0.989, -1.748], [0.530, -2.175, -1.614], [0.794, -0.652, -2.453], [1.815, -0.673, -0.117], [-0.846, -1.568, 0.746], [0.512, -1.066, 1.793], [-1.748, 0.540, 1.128], [-0.684, 3.039, 1.426]],
  "lowdin_charge": [-0.0804, -0.2709, -0.1730, 0.0261, -0.5660, 0.0685, 0.1733, 0.0787, 0.0812, 0.0779, 0.1111, 0.1198, 0.1105, 0.1325, 0.1106],
  "e_above_lowest_ev": 2.2689,
  "fmax_ev_per_a": 3.5,
  "total_energy_ev": -9304.1243,
  "orbital_gap_ev": 9.6,
  "lumo_energy_ev": 0.73,
  "multiplicity": 1,
  "e_homo_ev": -8.9,
  "smiles": "C[C@@H]1CNC(O)=N1"
}

(9)
{
  "formula": "C4H8N2O",
  "method": "the ωB97M-V functional and the def2-TZVPD basis",
  "species": ["N", "C", "O", "C", "N", "C", "C", "H", "H", "H", "H", "H", "H", "H", "H"],
  "coordinates": [[1.925, -0.024, -1.285], [1.782, -0.555, -0.045], [2.686, -1.141, 0.523], [0.458, -0.367, 0.690], [-0.452, 0.592, 0.096], [-1.699, 0.795, 0.808], [-1.681, 0.097, -0.499], [2.843, -0.049, -1.698], [1.165, 0.375, -1.804], [0.013, -1.363, 0.843], [0.745, -0.007, 1.684], [-1.888, 0.182, 1.690], [-2.033, 1.827, 0.888], [-1.859, -0.978, -0.492], [-2.004, 0.615, -1.399]],
  "lowdin_charge": [0.1701, -0.5337, 0.0330, -0.1293, -0.1324, -0.1464, -0.1442, 0.1095, 0.0929, 0.1319, 0.1334, 0.1083, 0.1022, 0.1060, 0.0988],
  "e_above_lowest_ev": 1.7316,
  "fmax_ev_per_a": 0.3,
  "total_energy_ev": -9304.6616,
  "orbital_gap_ev": 10.4,
  "lumo_energy_ev": 0.99,
  "multiplicity": 1,
  "e_homo_ev": -9.4,
  "smiles": "NC(=O)CN1CC1"
}

(10)
{
  "formula": "C4H8N2O",
  "method": "the ωB97M-V functional and the def2-TZVPD basis",
  "species": ["C", "C", "O", "C", "N", "C", "N", "H", "H", "H", "H", "H", "H", "H", "H"],
  "coordinates": [[1.906, 0.112, 0.400], [0.853, -0.403, -0.549], [0.196, -1.578, -0.034], [-1.030, -0.976, -0.016], [-2.141, -1.399, 0.381], [-0.639, 0.342, -0.609], [-0.791, 1.527, 0.156], [1.388, 0.900, 0.954], [2.800, 0.541, -0.065], [2.232, -0.647, 1.126], [0.826, -0.191, -1.581], [-2.042, -2.339, 0.756], [-1.104, 0.448, -1.625], [-1.203, 2.312, -0.326], [-1.252, 1.352, 1.033]],
  "lowdin_charge": [-0.0315, -0.2643, 0.0364, -0.4489, 0.1714, -0.2504, 0.0595, 0.0643, 0.0777, 0.0879, 0.1109, 0.0608, 0.1614, 0.0802, 0.0846],
  "e_above_lowest_ev": 3.0035,
  "fmax_ev_per_a": 3.3,
  "total_energy_ev": -9303.3897,
  "orbital_gap_ev": 10.0,
  "lumo_energy_ev": 0.92,
  "multiplicity": 1,
  "e_homo_ev": -9.1
}